[1]
Formula: C4H9N
Source: the Open Molecules 2025 dataset
Level of theory: ωB97M-V/def2-TZVPD

Output
maximum force	3.7	eV Å⁻¹
SMILES string	C=NC.C=C
ΔE to the lowest compared entry with this formula, charge and spin	281.57	kJ/mol
E_tot	-212.443925	a.u.
LUMO level	1.04	eV
net charge	0
E_HOMO	-0.35964	Ha

Each atom is followed by the atoms it is bonded to, with distances in Å.
Element x y z (Å)
1 C 0.563 2.259 -2.209  N2 1.306, H4 1.120, H5 1.155
2 N -0.475 1.671 -1.676  C1 1.306, C3 1.450
3 C -0.058 0.439 -1.035  N2 1.450, H6 1.142, H7 1.140, H8 1.138
4 H 0.581 3.357 -2.432  C1 1.120
5 H 1.487 1.646 -2.534  C1 1.155
6 H 0.968 0.541 -0.545  C3 1.142
7 H -0.698 0.409 -0.092  C3 1.140
8 H -0.100 -0.575 -1.550  C3 1.138
9 C -0.966 -1.770 1.711  C10 1.338, H11 1.153, H12 1.149
10 C 0.209 -1.450 2.267  C9 1.338, H13 1.123, H14 1.112
11 H -1.635 -0.864 1.463  C9 1.153
12 H -1.113 -2.851 1.352  C9 1.149
13 H 0.412 -0.468 2.771  C10 1.123
14 H 0.824 -2.345 2.508  C10 1.112

Here are the Löwdin charges for atoms 1 to 4, given in e: number 1, C, carries -0.0875; number 2, N, carries -0.0974; number 3, C, carries -0.2129; number 4, H, carries 0.0686


[2]
Formula: C4H9N
Source: the Open Molecules 2025 dataset
Level of theory: ωB97M-V/def2-TZVPD

Output
maximum force	2.1	eV Å⁻¹
SMILES string	C[C@H]1CN1C
ΔE to the lowest compared entry with this formula, charge and spin	231.99	kJ/mol
E_tot	-212.462810	a.u.
LUMO level	1.18	eV
net charge	0
E_HOMO	-0.29531	Ha

Each atom is followed by the atoms it is bonded to, with distances in Å.
Element x y z (Å)
1 C -1.845 0.360 -0.409  C2 1.611, H6 1.110, H7 1.079, H8 1.120
2 C -0.472 0.450 0.428  C1 1.611, C3 1.492, N4 1.438, H9 1.101
3 C -0.088 -0.927 0.855  C2 1.492, N4 1.433, H10 1.095, H11 1.096
4 N 0.651 -0.233 -0.157  C2 1.438, C3 1.433, C5 1.448
5 C 2.042 0.084 -0.403  N4 1.448, H12 1.108, H13 1.099, H14 1.098
6 H -2.755 0.241 0.215  C1 1.110
7 H -1.922 1.295 -0.941  C1 1.079
8 H -1.983 -0.425 -1.195  C1 1.120
9 H -0.314 1.369 1.013  C2 1.101
10 H -0.958 -1.411 0.397  C3 1.095
11 H 0.364 -1.281 1.789  C3 1.096
12 H 2.666 0.521 0.401  C5 1.108
13 H 2.551 -0.828 -0.745  C5 1.099
14 H 2.062 0.785 -1.247  C5 1.098

Here are the Löwdin charges for atoms 1 to 4, given in e: number 1, C, carries -0.0729; number 2, C, carries -0.2970; number 3, C, carries -0.1274; number 4, N, carries -0.1637


[3]
Formula: C4H9N
Source: the Open Molecules 2025 dataset
Level of theory: ωB97M-V/def2-TZVPD

Output
maximum force	2.9	eV Å⁻¹
SMILES string	C[C@H]1CN1C
ΔE to the lowest compared entry with this formula, charge and spin	235.99	kJ/mol
E_tot	-212.461288	a.u.
LUMO level	1.26	eV
net charge	0
E_HOMO	-0.31947	Ha

Each atom is followed by the atoms it is bonded to, with distances in Å.
Element x y z (Å)
1 C -1.962 0.466 -0.372  C2 1.514, H6 1.103, H7 1.093, H8 1.093
2 C -0.580 0.479 0.246  C1 1.514, C3 1.465, N4 1.604, H9 1.053
3 C -0.063 -0.806 0.723  C2 1.465, N4 1.429, H10 1.087, H11 1.079
4 N 0.558 -0.379 -0.491  C2 1.604, C3 1.429, C5 1.487
5 C 1.965 0.017 -0.215  N4 1.487, H12 1.102, H13 1.090, H14 1.093
6 H -2.770 0.315 0.364  C1 1.103
7 H -2.196 1.376 -0.931  C1 1.093
8 H -1.986 -0.387 -1.055  C1 1.093
9 H 0.103 1.257 0.054  C2 1.053
10 H -0.717 -1.650 0.518  C3 1.087
11 H 0.530 -0.890 1.621  C3 1.079
12 H 2.206 0.299 0.822  C5 1.102
13 H 2.532 -0.891 -0.420  C5 1.090
14 H 2.379 0.794 -0.863  C5 1.093

Here are the Löwdin charges for atoms 1 to 4, given in e: number 1, C, carries -0.0727; number 2, C, carries -0.2414; number 3, C, carries -0.2026; number 4, N, carries -0.1299


[4]
Formula: C4H9N
Source: the Open Molecules 2025 dataset
Level of theory: ωB97M-V/def2-TZVPD

Output
maximum force	3.8	eV Å⁻¹
SMILES string	C[C@H]1CN1C
ΔE to the lowest compared entry with this formula, charge and spin	268.46	kJ/mol
E_tot	-212.448919	a.u.
LUMO level	1.21	eV
net charge	0
E_HOMO	-0.32600	Ha

Each atom is followed by the atoms it is bonded to, with distances in Å.
Element x y z (Å)
1 C 1.229 0.653 -0.950  C2 1.510, H6 1.099, H7 1.095, H8 1.090
2 C 0.870 -0.498 -0.041  C1 1.510, C3 1.514, N4 1.455, H9 1.099
3 C 0.215 -0.185 1.288  C2 1.514, N4 1.411, H10 1.258, H11 1.100
4 N -0.475 -0.930 0.309  C2 1.455, C3 1.411, C5 1.411
5 C -1.670 -0.312 -0.117  N4 1.411, H12 1.098, H13 1.324, H14 1.113
6 H 2.252 0.986 -0.727  C1 1.099
7 H 1.191 0.375 -2.008  C1 1.095
8 H 0.559 1.496 -0.783  C1 1.090
9 H 1.493 -1.385 -0.220  C2 1.099
10 H -0.436 0.890 1.256  C3 1.258
11 H 0.481 -0.649 2.249  C3 1.100
12 H -2.514 -0.707 0.463  C5 1.098
13 H -1.520 0.910 0.370  C5 1.324
14 H -1.831 -0.524 -1.198  C5 1.113

Here are the Löwdin charges for atoms 1 to 4, given in e: number 1, C, carries -0.0744; number 2, C, carries -0.3109; number 3, C, carries -0.1424; number 4, N, carries -0.2024


[5]
Formula: C4H9N
Source: the Open Molecules 2025 dataset
Level of theory: ωB97M-V/def2-TZVPD

Output
maximum force	6.0	eV Å⁻¹
SMILES string	C=CC.C=N
ΔE to the lowest compared entry with this formula, charge and spin	297.12	kJ/mol
E_tot	-212.438005	a.u.
LUMO level	1.13	eV
net charge	0
E_HOMO	-0.35298	Ha

Each atom is followed by the atoms it is bonded to, with distances in Å.
Element x y z (Å)
1 C 0.680 0.720 3.979  C2 1.327, H4 1.153, H5 1.047
2 C 1.335 -0.261 3.372  C1 1.327, C3 1.545, H6 1.126
3 C 0.955 -1.748 3.553  C2 1.545, H7 1.120, H8 1.031, H9 1.226
4 H 1.218 1.727 4.139  C1 1.153
5 H -0.261 0.861 4.417  C1 1.047
6 H 2.287 -0.023 2.821  C2 1.126
7 H 0.260 -2.115 2.755  C3 1.120
8 H 0.899 -1.890 4.573  C3 1.031
9 H 1.906 -2.438 3.204  C3 1.226
10 C -1.615 0.165 -5.298  N11 1.257, H12 1.080, H13 1.078
11 N -1.509 1.344 -5.722  C10 1.257, H14 0.976
12 H -2.025 -0.628 -5.907  C10 1.080
13 H -1.032 0.077 -4.396  C10 1.078
14 H -0.812 1.767 -5.186  N11 0.976

Here are the Löwdin charges for atoms 1 to 4, given in e: number 1, C, carries -0.0459; number 2, C, carries -0.2500; number 3, C, carries -0.1193; number 4, H, carries 0.0752


[6]
Formula: C4H9N2
Source: the Open Molecules 2025 dataset
Level of theory: ωB97M-V/def2-TZVPD

Output
maximum force	2.6	eV Å⁻¹
ΔE to the lowest compared entry with this formula, charge and spin	734.95	kJ/mol
E_tot	-266.819356	a.u.
LUMO level (alpha / beta)	-6.67 / -4.14	eV
net charge	+1
E_HOMO (alpha / beta)	-0.47592 / -0.52334	Ha

Each atom is followed by the atoms it is bonded to, with distances in Å.
Element x y z (Å)
1 C -0.717 1.181 -2.306  C2 1.213, H7 1.043
2 C -0.625 0.619 -1.234  C1 1.213, N6 1.360
3 C -0.450 0.907 1.113  N6 1.417, H8 1.094, H9 1.117, H10 1.063
4 C 1.827 -0.866 -0.428  H11 1.085, H12 1.061, H13 1.118
5 N -1.440 -1.031 0.186  N6 1.361, H14 1.031, H15 1.004
6 N -0.635 0.049 0.000  C2 1.360, C3 1.417, N5 1.361
7 H -0.580 1.298 -3.333  C1 1.043
8 H 0.614 1.106 1.267  C3 1.094
9 H -1.088 1.815 0.980  C3 1.117
10 H -0.732 0.414 2.012  C3 1.063
11 H 2.439 -1.000 0.457  C4 1.085
12 H 1.740 -1.660 -1.127  C4 1.061
13 H 1.463 0.141 -0.748  C4 1.118
14 H -1.534 -1.558 1.067  N5 1.031
15 H -1.773 -1.409 -0.683  N5 1.004

Here are the Löwdin charges for atoms 1 to 4, given in e: number 1, C, carries 0.2513; number 2, C, carries -0.1375; number 3, C, carries -0.0004; number 4, C, carries 0.1527


[7]
Formula: C4H9N2
Source: the Open Molecules 2025 dataset
Level of theory: ωB97M-V/def2-TZVPD

Output
maximum force	5.1	eV Å⁻¹
SMILES string	C=NCC[NH+]=C
ΔE to the lowest compared entry with this formula, charge and spin	291.46	kJ/mol
E_tot	-266.988273	a.u.
LUMO level	-5.06	eV
net charge	+1
E_HOMO	-0.52334	Ha

Each atom is followed by the atoms it is bonded to, with distances in Å.
Element x y z (Å)
1 C 2.493 0.847 0.128  N2 1.232, H7 1.059, H8 1.136
2 N 1.326 0.574 -0.154  C1 1.232, C3 1.420
3 C 0.840 -0.761 -0.169  N2 1.420, C4 1.588, H9 1.094, H10 1.131
4 C -0.720 -0.819 0.122  C3 1.588, N5 1.352, H11 1.038, H12 1.130
5 N -1.244 0.426 0.149  C4 1.352, C6 1.296, H13 1.075
6 C -2.434 0.881 -0.094  N5 1.296, H14 1.047, H15 1.047
7 H 2.799 1.853 0.004  C1 1.059
8 H 3.271 0.039 0.309  C1 1.136
9 H 1.401 -1.335 0.574  C3 1.094
10 H 1.087 -1.255 -1.156  C3 1.131
11 H -1.082 -1.465 -0.605  C4 1.038
12 H -0.879 -1.186 1.179  C4 1.130
13 H -0.411 1.083 0.323  N5 1.075
14 H -2.570 1.914 0.018  C6 1.047
15 H -3.379 0.456 -0.238  C6 1.047

Here are the Löwdin charges for atoms 1 to 4, given in e: number 1, C, carries 0.0064; number 2, N, carries -0.0821; number 3, C, carries -0.1760; number 4, C, carries -0.1502


[8]
Formula: C4H9N2
Source: the Open Molecules 2025 dataset
Level of theory: ωB97M-V/def2-TZVPD

Output
maximum force	4.8	eV Å⁻¹
SMILES string	C[C@H]1[NH+]=CN1C
ΔE to the lowest compared entry with this formula, charge and spin	255.86	kJ/mol
E_tot	-267.001831	a.u.
LUMO level	-3.45	eV
net charge	+1
E_HOMO	-0.54373	Ha

Each atom is followed by the atoms it is bonded to, with distances in Å.
Element x y z (Å)
1 C -0.043 1.786 0.265  C2 1.492, H7 1.105, H8 1.033, H9 1.159
2 C 0.085 0.425 0.862  C1 1.492, N3 1.651, N5 1.529, H10 1.054
3 N -1.394 -0.178 1.278  C2 1.651, C4 1.330, H11 1.015
4 C -1.159 -1.165 0.418  N3 1.330, N5 1.321, H12 1.062
5 N 0.050 -0.836 -0.002  C2 1.529, C4 1.321, C6 1.466
6 C 0.945 -1.469 -0.976  N5 1.466, H13 1.202, H14 1.107, H15 1.085
7 H 0.025 2.446 1.149  C1 1.105
8 H -0.826 2.055 -0.352  C1 1.033
9 H 0.880 2.011 -0.399  C1 1.159
10 H 0.539 0.350 1.810  C2 1.054
11 H -2.134 0.142 1.895  N3 1.015
12 H -1.627 -2.041 0.042  C4 1.062
13 H 1.633 -0.526 -1.260  C6 1.202
14 H 1.565 -2.314 -0.620  C6 1.107
15 H 0.453 -1.847 -1.866  C6 1.085

Here are the Löwdin charges for atoms 1 to 4, given in e: number 1, C, carries -0.0163; number 2, C, carries -0.1162; number 3, N, carries 0.1522; number 4, C, carries -0.0504